# 1
The molecule C21H27NO3. Source: OMol25; level of theory: wB97M-V/def2-TZVPD.

Geometry as XYZ:
```
52
Properties=species:S:1:pos:R:3:forces:R:3:mulliken_charge:R:1
C -0.690 2.323 0.408 0.13 -0.22 -0.03 -0.689
H 3.073 -0.517 -3.763 0.00 0.01 -0.11 0.461
H 4.026 -1.972 1.231 -0.05 -0.11 0.01 0.415
C -2.782 -3.503 0.957 -0.28 0.32 0.00 -0.839
H -4.940 -0.219 1.259 -0.05 -0.02 -0.10 0.359
C -2.360 0.686 -0.183 -0.13 -0.13 -0.06 0.061
H 3.134 -3.182 -1.170 0.01 -0.14 0.09 0.348
C 5.883 0.842 1.393 0.07 0.00 0.04 -0.440
H -2.600 -0.350 -0.366 -0.07 -0.09 0.00 0.520
H -3.729 3.761 0.018 -0.09 0.09 -0.01 0.455
H -3.804 -2.010 2.137 -0.05 -0.04 -0.08 0.297
H 1.524 -1.575 -2.159 0.02 0.03 0.09 0.405
H 4.462 -2.059 -1.482 0.13 -0.02 0.01 0.351
H -2.952 -4.081 0.052 -0.01 -0.12 -0.08 0.303
C -3.986 -2.621 1.240 0.08 -0.22 0.17 -0.302
H -6.115 0.373 -1.246 0.14 -0.05 0.02 0.286
C -2.965 3.000 0.052 -0.09 -0.10 0.00 -0.744
C 2.498 -1.215 -1.810 0.12 -0.02 0.07 0.566
C -1.043 1.010 0.123 -0.23 0.34 0.11 0.021
H 3.946 0.264 -2.446 0.10 0.06 -0.03 0.316
C 5.497 -0.470 1.609 0.09 -0.02 0.05 -0.705
O -4.643 1.488 -0.531 0.24 0.40 0.11 -0.474
C 2.975 -0.117 -2.757 -0.14 -0.20 0.13 -1.511
H 2.267 0.708 -2.795 -0.05 0.16 -0.06 0.306
H 1.308 1.145 -0.709 -0.17 -0.04 0.03 0.303
H 0.323 2.572 0.692 0.09 0.01 0.03 0.600
C -5.109 0.198 -0.860 -0.16 -0.49 0.11 -0.552
H -1.900 -2.884 0.820 0.06 -0.01 0.01 0.023
O -0.311 -1.212 0.591 -0.15 -0.21 0.04 -0.722
C 3.525 -0.134 0.258 -0.04 -0.07 0.13 0.321
H -2.619 -4.181 1.790 0.03 -0.12 0.08 0.392
C 5.087 1.667 0.618 0.02 0.12 -0.03 -0.849
C -3.328 1.681 -0.228 0.12 0.12 0.01 0.549
C 3.920 1.183 0.054 -0.01 -0.05 0.05 -0.367
C 2.274 -0.706 -0.362 -0.10 -0.35 -0.13 -0.568
H -4.891 -3.225 1.416 0.09 0.10 0.02 0.349
H 1.942 -1.564 0.235 0.11 0.16 -0.10 0.645
H 6.795 1.220 1.830 0.07 0.03 0.04 0.392
H -6.152 -1.223 0.427 0.09 0.06 0.00 0.427
H 3.578 -2.780 -2.828 0.04 -0.07 -0.09 0.438
C -0.046 -0.102 0.168 0.09 0.18 -0.07 0.149
O -4.191 -1.776 0.126 0.12 -0.08 -0.18 -0.315
H 3.320 1.849 -0.549 -0.06 0.07 -0.07 0.327
H 6.107 -1.120 2.219 0.04 -0.05 0.06 0.401
C -1.660 3.311 0.375 -0.12 0.04 -0.05 -0.602
H 5.378 2.694 0.448 0.02 0.07 -0.01 0.386
H -1.396 4.333 0.605 0.01 0.08 0.02 0.387
C 4.326 -0.950 1.050 -0.04 0.05 -0.06 -0.206
C -5.151 -0.773 0.331 -0.10 0.16 -0.05 -0.510
H -4.497 -0.254 -1.648 -0.06 0.05 0.03 0.391
N 1.173 0.231 -0.311 0.32 0.20 -0.12 -0.007
C 3.480 -2.383 -1.820 -0.21 0.15 -0.04 -1.548
```
Positions in Å, forces in eV/Å.

As for the strongest force on any atom: 0.53 eV/A. The value obtained for the total energy is -29848.1086 eV. As for the net charge: 0. The highest occupied orbital energy is -8.6 eV. As for the SMILES: CCOCCOc1cccc(C(=O)N[C@H](c2ccccc2)C(C)C)c1. Its multiplicity is 1. Its gap between HOMO and LUMO is 9.38 eV.

# 2
C21H27NO4P2PbS as an isolated structure in a non-equilibrium geometry. Source: OMol25; level of theory: wB97M-V/def2-TZVPD.

Geometry as XYZ:
```
57
Properties=species:S:1:pos:R:3:forces:R:3:mulliken_charge:R:1
S -1.482 -3.110 -2.550 -0.56 0.29 -1.18 1.303
C 1.179 0.776 -2.716 0.29 -0.99 0.93 -0.055
H 2.173 3.600 3.360 -0.15 -0.25 -0.43 0.464
C 0.902 2.170 -2.161 0.93 -0.28 -0.07 -1.217
C 2.804 -1.214 -2.608 0.95 2.03 0.12 0.236
C 3.524 1.772 1.338 0.55 0.19 -0.75 -1.173
C 3.994 0.344 1.083 -0.53 -0.01 -0.76 0.135
H 4.863 -0.063 3.031 -0.47 -0.70 -0.92 0.413
C 0.514 0.186 -3.763 -0.43 0.87 1.03 -0.176
C 1.463 3.570 2.518 -0.27 0.17 -0.68 -1.233
C 3.718 -0.139 -0.272 0.06 0.39 1.04 0.561
H -0.424 0.653 -4.102 0.69 -0.21 -0.38 0.402
H 1.199 0.721 3.501 0.22 0.29 -0.33 0.553
H 0.249 2.765 -2.823 -0.09 -0.30 0.44 0.731
H 3.808 2.457 0.517 0.07 -0.41 0.12 0.485
C 4.548 -0.498 2.047 -0.36 1.58 -0.61 -0.597
H -1.306 3.851 0.536 0.00 -0.05 0.10 0.421
P 1.693 2.070 1.482 -0.03 -0.64 0.88 0.983
C 4.165 -1.550 -2.127 -5.00 -5.78 2.58 -0.813
C 0.962 -1.052 -4.282 1.86 -0.91 0.93 -0.949
P 0.233 2.284 -0.438 -0.10 -0.31 -0.17 1.070
H 1.140 -0.278 2.033 0.09 0.33 -0.08 0.202
H -3.347 -4.444 -3.291 0.42 0.48 0.22 0.375
C 4.344 -2.379 0.449 0.89 0.69 1.52 -0.902
H 1.401 -5.309 -1.297 0.32 0.08 0.52 -0.084
H 1.873 2.698 -2.130 -0.34 -0.04 0.04 0.444
O -1.354 -2.111 -1.467 0.21 0.28 -0.37 -0.561
C -1.035 1.020 -0.173 -0.03 -0.10 0.40 -1.252
H 2.342 -2.665 -4.154 0.21 -0.14 0.02 0.453
C -0.554 3.903 -0.250 0.20 0.24 0.44 -1.228
O -1.309 -2.669 -3.935 0.42 -0.12 1.69 -0.629
C 4.646 -1.883 1.747 -0.13 -0.18 -1.24 -0.609
H -1.055 4.245 -1.159 0.14 -0.33 -0.13 0.459
C -3.138 -3.681 -2.522 -0.84 -0.44 0.21 -1.115
C 0.911 0.715 2.440 -0.24 0.01 -0.39 -1.294
H 0.173 4.667 0.032 0.00 -0.02 -0.10 0.397
N 2.978 0.619 -1.110 -1.96 0.20 1.39 -0.225
H 1.608 4.462 1.887 0.03 -0.20 0.38 0.380
H 0.438 3.578 2.917 0.26 0.02 -0.14 0.389
H 0.516 -1.371 -5.227 0.11 -0.45 0.69 0.301
H -0.174 0.865 2.397 0.24 -0.09 0.14 0.436
C 2.048 -1.748 -3.665 -1.42 0.57 -2.65 -0.716
C 4.130 -1.438 -0.650 0.45 0.30 -0.97 0.163
C 2.236 0.005 -2.063 2.29 1.42 -0.41 0.999
H -3.772 -2.809 -2.671 0.06 0.01 -0.23 0.343
O -0.612 -4.268 -2.159 0.46 0.29 0.44 -0.742
H 4.986 -2.505 2.593 -0.55 -0.13 -0.81 0.429
H -1.471 1.113 0.826 0.06 0.13 -0.15 0.553
H -0.643 0.011 -0.275 0.22 -0.13 -0.20 0.055
H 4.315 -2.678 -2.379 0.82 2.11 -0.32 0.352
C -0.852 -2.039 1.435 -2.80 1.83 3.43 0.201
H -1.865 1.095 -0.885 0.31 0.30 -0.17 0.548
O -1.503 -1.612 2.294 2.12 -1.44 -2.88 -0.254
H 4.164 -3.467 0.419 0.79 0.55 -0.77 0.656
Pb 0.846 -3.847 -0.299 0.00 -1.01 -1.95 0.864
H -3.400 -4.091 -1.552 0.19 -0.11 0.21 0.322
H 4.045 2.167 2.214 -0.60 0.09 0.32 0.744
```
Positions in Å, forces in eV/Å.

As for the strongest force on any atom: 8.07 eV/A. The value obtained for the total energy is -66535.9896 eV. As for the net charge: +2. The highest occupied orbital energy (alpha / beta) is -13.7 / -13.7 eV. Its multiplicity is 1. Its gap between HOMO and LUMO (alpha / beta) is 6.23 / 6.23 eV.

# 3
The molecule C21H27NO5S. Source: OMol25; level of theory: wB97M-V/def2-TZVPD.

Geometry as XYZ:
```
55
Properties=species:S:1:pos:R:3:forces:R:3:mulliken_charge:R:1
H 2.261 -1.329 0.871 0.13 -0.09 -0.08 0.162
H -1.034 -0.172 3.446 0.03 0.02 -0.03 0.393
C -5.808 -0.181 -0.184 0.46 -0.13 0.06 -1.437
H 2.997 -0.371 -1.540 -0.08 0.01 -0.15 0.453
C -0.668 1.012 -2.342 -0.04 -0.04 -0.05 -0.969
C 0.339 3.507 1.002 0.02 -0.02 -0.05 -2.081
H 1.423 0.995 -2.770 0.09 -0.04 -0.08 0.479
C -0.001 2.645 -0.176 0.00 0.01 -0.08 1.186
C 0.105 -2.630 0.256 0.00 -0.05 -0.02 0.127
N 2.485 -2.245 0.498 -0.40 0.02 0.23 0.145
H 1.080 3.017 1.632 0.04 0.04 0.14 0.345
H -1.634 1.448 3.026 0.06 -0.03 0.03 0.280
H -0.919 0.370 -3.172 -0.03 -0.06 -0.09 0.431
H -6.185 -1.180 -0.387 -0.09 -0.08 -0.02 0.326
H -0.311 -3.780 -1.503 0.05 -0.10 -0.08 0.378
H 1.697 -4.032 -0.159 -0.06 0.06 0.14 0.489
H -5.796 0.378 -1.115 -0.05 0.08 -0.10 0.312
H -4.025 0.747 0.611 -0.04 -0.18 0.01 0.108
C 0.996 2.175 -1.036 -0.42 -0.06 -0.26 0.719
C -1.660 1.503 -1.513 0.01 0.01 -0.08 -0.286
H 4.538 0.532 -1.542 0.01 0.08 -0.08 0.586
C -0.658 -3.008 -0.834 0.09 0.01 0.13 -0.943
C 1.442 -3.251 0.561 0.01 -0.19 -0.01 -1.401
H 0.252 -1.321 1.922 0.04 0.10 0.16 0.583
C 0.650 1.355 -2.104 0.03 0.11 0.02 -0.499
C 3.836 -0.035 -0.937 -0.34 0.65 0.40 -0.860
H -2.099 2.683 0.210 -0.07 0.03 0.09 0.335
O 4.270 1.742 0.990 0.36 0.17 -0.18 -0.693
H 4.759 -0.857 0.813 0.14 -0.12 0.02 0.424
O -3.586 -0.901 -0.568 0.17 0.08 -0.16 -0.408
H -2.507 -2.703 -1.880 -0.11 -0.03 -0.09 0.444
O 2.138 0.550 1.052 -0.26 -0.05 -0.13 -0.687
H -0.550 3.702 1.597 -0.02 0.04 0.07 0.374
C -1.885 -2.407 -1.050 -0.14 0.23 0.16 -0.651
C -0.360 -1.618 1.086 -0.10 -0.02 -0.06 -0.209
S 3.171 1.178 0.256 0.31 0.25 -0.21 1.106
H 1.426 -3.695 1.565 0.00 -0.05 -0.16 0.237
C 3.639 -2.433 -0.158 0.36 0.47 0.15 0.755
C 2.427 2.493 -0.794 0.21 -0.77 0.39 -1.550
H -0.163 0.815 2.235 -0.01 0.01 0.02 0.255
O -2.004 0.072 1.627 -0.16 -0.30 -0.36 -0.353
H -6.472 0.314 0.520 -0.09 0.06 0.06 0.411
C -2.366 -1.401 -0.219 0.12 -0.22 -0.01 0.175
H 3.019 2.489 -1.705 0.06 0.09 -0.09 0.637
C -1.147 0.556 2.636 0.11 0.07 0.12 -0.959
C 4.521 -1.180 -0.203 0.00 -0.34 0.09 -0.862
H 5.452 -1.456 -0.701 -0.14 0.06 0.06 0.300
H -4.407 -0.834 1.329 0.07 0.08 -0.08 0.371
H 2.584 3.423 -0.256 0.14 -0.01 0.10 0.423
H -2.691 1.250 -1.699 -0.12 -0.06 0.01 0.442
C -1.564 -0.972 0.856 -0.11 0.12 0.07 1.297
C -4.403 -0.259 0.396 -0.54 0.23 0.23 0.059
H 0.746 4.465 0.677 0.04 0.09 0.07 0.475
O 3.970 -3.476 -0.682 0.16 -0.30 -0.22 -0.696
C -1.323 2.309 -0.441 0.08 0.04 -0.03 -0.479
```
Positions in Å, forces in eV/Å.

As for the strongest force on any atom: 0.89 eV/A. The value obtained for the total energy is -44777.9587 eV. As for the net charge: 0. The highest occupied orbital energy is -8.1 eV. As for the SMILES: CCOc1ccc(CNC(=O)CCS(=O)(=O)Cc2ccccc2C)cc1OC. Its multiplicity is 1. Its gap between HOMO and LUMO is 8.60 eV.

# 4
A 2-piece molecular cluster, C21H27O2Si overall in a non-equilibrium geometry. Source: OMol25; level of theory: wB97M-V/def2-TZVPD.

Geometry as XYZ:
```
51
Properties=species:S:1:pos:R:3:forces:R:3:mulliken_charge:R:1
H -0.338 2.419 -0.790 -0.21 0.01 0.09 0.195
C -2.200 -2.530 1.097 -0.14 -0.22 -0.06 0.144
C -3.153 -3.515 1.325 -0.07 0.03 0.31 -0.560
C 3.273 2.099 -1.601 0.00 0.01 0.36 -0.615
C 3.180 0.714 -3.588 -0.01 -0.40 -0.21 -0.616
C -1.181 -2.410 -0.030 -0.24 -0.47 0.33 -1.048
H 2.473 3.890 -3.648 0.15 -0.16 0.04 0.336
H 3.164 0.643 -4.678 0.01 -0.05 0.38 0.316
H -1.938 3.169 -1.015 0.14 -0.17 -0.02 0.397
C 2.987 -3.801 -0.220 -0.10 -0.59 0.58 -0.661
H -1.748 1.406 -1.162 0.02 0.18 0.14 0.314
H 3.080 -1.422 -3.262 0.01 0.28 0.00 0.468
H 3.282 2.945 -4.915 0.01 0.13 0.17 0.366
C -1.097 3.599 2.168 0.07 0.00 0.03 -0.972
H -3.212 -4.379 0.659 -0.08 0.20 0.25 0.416
H -0.021 3.725 1.990 -0.21 -0.01 0.01 0.278
H 3.332 3.093 -1.152 -0.03 -0.35 -0.09 0.449
H -4.646 -2.143 4.084 0.18 -0.04 -0.21 0.387
H -4.771 -4.145 2.616 0.17 0.23 -0.06 0.384
H 4.237 3.782 -3.675 -0.17 -0.14 0.05 0.343
O 2.962 -2.632 -1.061 0.24 1.58 0.42 -0.259
C 3.222 0.972 -0.801 0.06 -0.09 -0.10 -0.621
H -2.931 -0.353 3.631 -0.10 -0.26 -0.07 0.507
C -3.595 1.889 1.589 -0.11 0.15 -0.15 -1.062
H 3.912 -3.837 0.372 -0.25 0.09 -0.29 0.340
H -3.770 1.783 2.668 0.09 0.08 -0.24 0.303
H -1.605 4.522 1.851 0.13 -0.18 0.09 0.336
C 3.084 -1.445 -0.543 -0.06 -0.44 -1.06 -0.029
C 3.315 3.217 -3.856 -0.01 -0.02 -0.25 -1.393
C -0.544 -1.091 0.249 -0.50 1.13 1.41 -0.812
H 2.943 -4.636 -0.919 0.01 0.11 0.26 0.278
H 2.113 -3.806 0.448 0.23 0.07 -0.29 0.306
H -1.675 -2.447 -1.015 0.12 0.07 0.25 0.309
C -1.139 -0.493 1.347 0.62 -0.37 -1.62 0.766
C -3.952 -2.243 3.250 0.12 -0.17 -0.16 -0.673
O -0.955 0.770 1.786 0.15 0.13 0.12 -0.621
H 3.145 -1.338 0.548 -0.07 -0.12 -0.27 0.382
C -3.004 -1.247 3.013 0.25 -0.15 -0.33 -0.285
H -4.167 2.757 1.235 0.01 -0.19 0.09 0.417
C 3.254 1.988 -3.001 0.00 0.03 0.31 1.097
H -3.996 0.993 1.099 0.09 0.17 0.05 0.333
C -1.414 2.293 -0.607 -0.12 0.09 -0.19 -0.906
H -0.470 -3.250 -0.006 -0.15 0.07 -0.01 0.199
H 3.240 1.018 0.289 -0.03 0.26 -0.27 0.373
Si -1.787 2.155 1.215 0.23 -0.75 0.38 0.284
C 3.132 -0.430 -2.818 -0.03 0.13 0.33 -0.683
C -2.129 -1.410 1.932 -0.47 0.08 -0.06 0.309
H 0.225 -0.632 -0.363 -0.19 0.08 -0.02 0.886
C -4.027 -3.374 2.417 0.35 0.24 -0.19 -0.502
H -1.248 3.482 3.249 0.00 0.01 -0.24 0.296
C 3.152 -0.311 -1.397 -0.12 -0.31 0.03 0.802
```
Positions in Å, forces in eV/Å.

As for the strongest force on any atom: 1.87 eV/A. The value obtained for the total energy is -34182.3231 eV. As for the net charge: +1. The highest occupied orbital energy is -10.2 eV. Its multiplicity is 1. Its gap between HOMO and LUMO is 4.98 eV.